[1]
Formula: C2H7N3OS
Source: OMol25
Level of theory: ωB97M-V with the def2-TZVPD basis set

Values from the calculation:
- orbital gap (eV) = 7.03
- E_tot (eV) = -19532.4804
- ΔE to the lowest compared entry with this formula, charge and spin (eV) = 7.360
- net charge = 0

Cartesian coordinates (Å):
C 2.244 -0.895 -1.362
C 0.176 -0.599 -0.391
H 2.059 -0.660 -2.573
H 3.165 -1.715 -1.140
H 2.383 0.338 -0.666
H 1.281 1.241 -0.431
H 0.334 1.278 2.450
H -1.256 -1.999 -0.342
H -1.679 1.195 0.691
N 0.953 -1.454 -1.013
N 0.424 0.745 -0.058
N -1.041 -1.149 0.111
O -2.221 -0.277 -0.057
S -0.337 1.531 1.231


[2]
Formula: C2H7N3OS
Source: OMol25
Level of theory: ωB97M-V with the def2-TZVPD basis set

Values from the calculation:
- SMILES = CO/C(=N/S)NN
- orbital gap (eV) = 9.18
- E_tot (eV) = -19538.5148
- ΔE to the lowest compared entry with this formula, charge and spin (eV) = 1.326
- net charge = 0

Cartesian coordinates (Å):
C 2.636 -0.806 0.034
O 1.847 0.365 0.071
C 0.537 0.238 -0.084
N -0.062 -0.870 -0.008
S -1.784 -1.026 0.005
N 0.024 1.520 -0.284
N -1.296 1.810 0.154
H 3.667 -0.372 0.016
H 2.476 -1.285 0.979
H 2.410 -1.414 -0.850
H -1.784 -2.328 -0.143
H 0.664 2.330 0.097
H -1.433 1.349 1.073
H -1.939 1.402 -0.543


[3]
Formula: C2H7N3OS
Source: OMol25
Level of theory: ωB97M-V with the def2-TZVPD basis set

Values from the calculation:
- SMILES = CN/C(=N/O)NS
- orbital gap (eV) = 8.99
- E_tot (eV) = -19537.0049
- ΔE to the lowest compared entry with this formula, charge and spin (eV) = 2.836
- net charge = 0

Cartesian coordinates (Å):
C -1.970 -0.111 -0.337
N -0.936 -1.004 0.080
C 0.442 -0.650 0.062
N 1.389 -1.226 -0.575
O 2.665 -0.802 -0.314
N 0.715 0.595 0.675
S 0.603 1.897 -0.414
H -1.970 0.269 -1.492
H -2.861 -0.599 -0.169
H -1.867 0.831 0.252
H -1.081 -2.052 -0.172
H 2.744 -0.294 0.485
H 0.364 0.808 1.614
H 1.763 2.337 0.306


[4]
Formula: C2H7N3S
Source: OMol25
Level of theory: ωB97M-V with the def2-TZVPD basis set

Values from the calculation:
- SMILES = [H]/N=C(\NC)NS
- orbital gap (eV) = 9.71
- E_tot (eV) = -17492.0810
- ΔE to the lowest compared entry with this formula, charge and spin (eV) = 0.831
- net charge = 0

Cartesian coordinates (Å):
H 1.757 -1.951 -0.270
N 1.799 -0.930 -0.451
C 0.724 -0.304 -0.114
N -0.331 -0.739 0.626
C -1.170 0.198 1.357
N 0.644 0.990 -0.638
S -0.410 1.323 -1.956
H -0.435 -1.722 0.734
H -0.733 1.067 1.922
H -1.873 0.722 0.709
H -1.713 -0.415 2.043
H 1.578 1.200 -0.988
H 0.163 0.563 -2.971


[5]
Formula: C2H7N3S
Source: OMol25
Level of theory: ωB97M-V with the def2-TZVPD basis set

Values from the calculation:
- SMILES = CS/N=C\NN
- orbital gap (eV) = 8.62
- E_tot (eV) = -17488.8806
- ΔE to the lowest compared entry with this formula, charge and spin (eV) = 4.031
- net charge = 0

Cartesian coordinates (Å):
C 2.665 -0.041 0.011
S 0.879 -0.500 -0.208
N 0.119 1.070 0.248
C -1.185 1.114 0.012
N -1.985 0.082 -0.242
N -1.893 -1.266 0.149
H 3.243 -0.968 -0.279
H 3.037 0.207 1.137
H 2.756 0.829 -0.739
H -1.680 2.148 -0.186
H -2.992 0.460 -0.908
H -1.049 -1.848 -0.323
H -1.916 -1.286 1.327


[6]
Formula: C2H7N3S
Source: OMol25
Level of theory: ωB97M-V with the def2-TZVPD basis set

Values from the calculation:
- orbital gap (alpha / beta) (eV) = 7.53 / 8.31
- E_tot (eV) = -17488.4548
- ΔE to the lowest compared entry with this formula, charge and spin (eV) = 4.457
- net charge = 0

Cartesian coordinates (Å):
C -1.291 0.513 -0.157
C 0.142 1.061 -0.021
N -1.122 -0.893 0.267
N -0.266 -1.577 -0.444
N 1.010 0.107 -0.711
S 2.437 -0.020 0.152
H -2.011 0.957 0.588
H -1.424 0.558 -1.205
H 0.125 2.116 -0.451
H 0.256 1.272 1.022
H -1.029 -0.921 1.290
H 0.160 -2.091 0.276
H 3.015 -1.081 -0.607


Question: What is the formula in the fourth record?
Answer: C2H7N3S